No. 1
The following is a quantum chemistry calculation of C23H52BiOP4 as an isolated structure at a distorted geometry, from OMol25.

Properties
Spin multiplicity: 1
LUMO in eV: -10.90
Max |F| in eV/Å: 2.40
Charge: +3

XYZ file:
```
81
Properties=species:S:1:pos:R:3:mulliken_charge:R:1
Bi -0.057 -0.580 -1.163 1.50
P 0.372 -3.084 -1.896 0.68
P 2.409 -0.265 0.165 0.64
P -2.695 0.284 -1.216 0.78
H 1.769 4.145 -0.997 0.32
C 0.730 4.349 -0.775 -0.62
C 0.233 4.162 0.469 -0.56
H 0.869 3.888 1.301 0.35
C 1.220 -2.882 -3.505 -1.17
C 1.466 -4.276 -1.036 -1.16
C -1.071 -4.124 -2.300 -1.21
C 2.681 1.297 1.041 -0.94
C 3.189 -1.491 1.299 -1.33
C 3.665 -0.185 -1.159 -1.35
C -3.098 1.976 -0.645 -1.40
C -4.155 -0.641 -0.596 -1.30
C -3.127 0.439 -2.965 -0.97
H 0.073 4.447 -1.630 0.30
H -0.830 4.235 0.680 0.35
H 1.408 -3.886 -3.911 0.50
H 2.178 -2.358 -3.381 0.29
H 0.586 -2.334 -4.223 0.35
H 1.582 -5.155 -1.697 0.49
H 1.030 -4.594 -0.076 0.38
H 2.450 -3.829 -0.824 0.34
H -0.720 -5.029 -2.819 0.44
H -1.779 -3.575 -2.938 0.41
H -1.613 -4.402 -1.387 0.37
H 3.746 1.535 0.971 0.51
H 2.399 1.184 2.093 0.46
H 2.086 2.108 0.611 -0.15
H 4.282 -1.389 1.189 0.49
H 2.881 -2.518 1.045 0.27
H 2.897 -1.278 2.340 0.47
H 4.647 -0.143 -0.666 0.52
H 3.503 0.722 -1.756 0.40
H 3.610 -1.067 -1.813 0.33
H -3.777 2.392 -1.403 0.53
H -2.194 2.594 -0.554 0.13
H -3.615 1.937 0.323 0.59
H -5.025 -0.135 -1.051 0.46
H -4.212 -0.607 0.507 0.36
H -4.106 -1.689 -0.936 0.39
H -4.083 0.970 -3.011 0.58
H -3.193 -0.534 -3.464 0.44
H -2.327 0.995 -3.458 -0.11
C -0.540 0.898 -5.515 1.04
C 0.231 0.387 -6.586 -0.35
C 0.071 0.984 -7.859 -0.59
C -0.780 2.088 -8.061 -0.59
C -1.600 2.504 -7.020 -0.57
C -1.498 1.890 -5.766 -0.49
O -0.584 0.370 -4.225 -0.30
H 0.235 0.046 -3.768 0.08
H 0.886 -0.491 -6.455 0.29
H 0.615 0.590 -8.723 0.37
H -0.842 2.592 -9.032 0.40
H -2.338 3.306 -7.155 0.37
H -2.172 2.193 -4.967 0.24
C -1.565 -3.544 2.242 -1.25
C -2.157 -2.134 2.343 -0.51
P -0.934 -0.794 1.888 0.72
C -1.845 0.711 2.509 0.16
C -2.546 0.700 3.875 -1.34
C 0.296 -1.036 3.262 -0.18
C -0.153 -1.325 4.692 -1.57
H -1.188 -3.765 1.229 0.06
H -2.361 -4.269 2.471 0.47
H -0.754 -3.707 2.970 0.29
H -3.024 -2.023 1.669 0.15
H -2.495 -1.913 3.369 0.47
H -1.079 1.503 2.494 0.37
H -2.574 0.964 1.724 -0.51
H -1.845 0.821 4.711 0.31
H -3.226 1.565 3.913 0.43
H -3.155 -0.194 4.056 0.32
H 0.945 -1.848 2.910 0.19
H 0.894 -0.112 3.247 0.39
H -0.855 -2.161 4.779 0.30
H 0.739 -1.589 5.272 0.45
H -0.583 -0.452 5.189 0.21
```

No. 2
The following is a quantum chemistry calculation of one molecule with the formula C4H5NO3 at a distorted geometry, from OMol25.

Properties
Spin multiplicity: 1
LUMO in eV: -0.27
Max |F| in eV/Å: 7.80
Charge: 0

XYZ file:
```
13
Properties=species:S:1:pos:R:3:nbo_charge:R:1
N 1.836 -0.515 -0.769 -0.86
C 1.515 0.578 0.005 0.64
O 2.144 1.600 0.246 -0.59
C 0.195 0.335 0.663 -0.01
O 0.008 -1.084 0.663 -0.50
C -0.878 -0.243 -0.257 -0.05
C -2.313 0.124 0.197 0.37
O -2.837 1.101 -0.536 -0.52
H 1.261 -1.441 -0.733 0.45
H 2.796 -0.373 -0.961 0.41
H -0.028 0.860 1.566 0.23
H -0.861 -0.505 -1.302 0.24
H -2.839 -0.437 1.220 0.18
```

No. 3
The following is a quantum chemistry calculation of a 2-piece molecular cluster, C24H35Si overall at a distorted geometry, from OMol25.

Properties
Spin multiplicity: 1
LUMO in eV: -5.91
Max |F| in eV/Å: 4.46
Charge: +1

XYZ file:
```
60
Properties=species:S:1:pos:R:3:nbo_charge:R:1
C 12.668 -7.927 6.645 -0.60
C 12.183 -6.674 5.830 -0.42
C 11.592 -7.075 4.503 -0.87
Si 11.247 -5.519 3.363 1.90
C 12.769 -4.421 3.310 -1.00
C 14.139 -5.097 2.821 -0.36
C 15.365 -4.166 2.785 -0.60
C 11.046 -6.266 1.582 -0.88
C 10.006 -7.348 1.552 -0.42
C 9.857 -7.942 0.117 -0.60
H 9.036 -4.479 3.175 0.17
H 12.931 -7.612 7.659 0.23
H 11.849 -8.670 6.700 0.21
H 13.537 -8.406 6.179 0.21
H 11.392 -6.186 6.467 0.21
H 13.021 -5.961 5.757 0.21
H 12.247 -7.625 3.867 0.26
H 10.652 -7.592 4.633 0.25
H 12.476 -3.631 2.607 0.25
H 12.891 -4.006 4.327 0.25
H 14.350 -5.966 3.484 0.21
H 13.948 -5.495 1.798 0.20
H 16.186 -4.765 2.414 0.23
H 15.200 -3.322 2.118 0.22
H 15.613 -3.790 3.777 0.22
H 10.779 -5.385 1.029 0.24
H 12.068 -6.542 1.395 0.26
H 10.240 -8.164 2.247 0.21
H 9.001 -6.919 1.832 0.21
H 9.064 -8.696 0.138 0.22
H 9.578 -7.158 -0.612 0.21
H 10.779 -8.435 -0.218 0.21
C 6.501 -6.015 3.493 -0.17
C 5.286 -6.590 3.088 -0.02
C 5.054 -8.020 3.336 -0.19
C 3.910 -8.660 2.867 -0.21
C 2.940 -7.921 2.156 -0.19
C 3.104 -6.566 1.939 -0.20
C 4.262 -5.897 2.412 -0.20
C 6.937 -4.716 3.382 -0.21
C 8.213 -4.131 3.860 -0.41
C 8.074 -2.655 3.833 -0.07
C 9.278 -1.920 3.482 -0.14
C 9.286 -0.549 3.321 -0.22
C 8.106 0.231 3.430 -0.20
C 6.927 -0.459 3.708 -0.20
C 6.905 -1.868 3.890 -0.20
H 7.229 -6.684 3.985 0.18
H 5.825 -8.549 3.905 0.21
H 3.776 -9.699 3.069 0.22
H 2.047 -8.435 1.772 0.23
H 2.331 -5.974 1.419 0.23
H 4.366 -4.799 2.270 0.21
H 6.200 -4.113 2.829 0.21
H 8.585 -4.567 4.915 0.23
H 10.158 -2.526 3.393 0.16
H 10.232 -0.062 3.139 0.22
H 8.143 1.306 3.275 0.23
H 5.983 0.141 3.788 0.23
H 5.916 -2.327 4.105 0.23
```